(1)
{"formula": "C6H13NOSi", "method": "ωB97M-V/def2-TZVPD", "species": ["C", "C", "C", "C", "C", "C", "N", "O", "Si", "H", "H", "H", "H", "H", "H", "H", "H", "H", "H", "H", "H", "H"], "coordinates": [[-0.90523, -1.68601, -1.60904], [-1.67022, -1.39948, 0.93221], [1.57506, 0.92649, 1.51825], [1.40715, 0.53233, -1.77709], [-0.93955, 1.98422, -0.05194], [-0.42748, -1.14918, 0.05677], [-0.79625, -2.32432, -2.56839], [0.51612, -1.96440, 0.58174], [0.44660, 0.57304, -0.09544], [-1.43989, -0.88267, 1.81435], [-2.47317, -0.95619, 0.40903], [-1.75026, -2.42954, 1.26392], [0.87763, 1.55872, 2.15882], [1.86846, -0.03664, 1.89055], [2.43337, 1.50245, 1.18956], [1.86912, 1.46634, -1.81674], [2.15374, -0.12329, -2.04762], [0.57927, 0.42101, -2.49771], [-0.96896, 2.05212, -1.11280], [-1.92928, 1.80892, 0.36128], [-0.56092, 2.92474, 0.45625], [0.13469, -2.79866, 0.94405]], "atomic_forces_ev_per_a": [[1.64, 0.03, 2.32], [1.31, 0.88, -1.32], [-2.35, 0.48, -1.64], [-3.38, 0.47, 1.44], [1.87, -0.34, 0.85], [-1.99, -1.26, -1.08], [-0.44, 0.51, 0.24], [1.63, -1.65, -0.02], [0.35, 0.68, 1.20], [-0.09, 1.08, 1.48], [-1.50, 0.01, 0.00], [-0.42, -0.35, -0.70], [1.21, -1.05, -0.39], [0.16, -0.19, 0.69], [0.14, 0.12, 0.14], [0.47, 1.98, -0.49], [1.41, -2.07, 0.07], [0.49, 0.36, -0.11], [-0.70, 1.04, -1.06], [0.06, -0.51, -0.08], [-0.19, -1.05, -0.95], [0.32, 0.84, -0.59]], "homo_lumo_gap_ha": 0.3956, "total_energy_ev": -17846.144, "e_homo_ev": -10.20, "e_lumo_ev": 0.566, "smiles": "C[C@@](O)(C#N)[Si](C)(C)C", "relative_energy_ev": 3.953}


(2)
{"formula": "C6H13NOSi", "method": "ωB97M-V/def2-TZVPD", "species": ["C", "C", "C", "C", "C", "C", "N", "O", "Si", "H", "H", "H", "H", "H", "H", "H", "H", "H", "H", "H", "H", "H"], "coordinates": [[1.42431, -0.14079, -1.91245], [1.05171, 0.44052, -0.75775], [-1.68634, -0.25098, 2.37924], [-2.54178, -0.67326, 1.18692], [-0.47966, 0.50227, 1.74832], [1.98744, 0.62906, -3.11864], [-0.90920, -1.57445, -0.07795], [-2.10634, -1.80768, 0.64040], [0.43209, -0.68513, 0.61779], [1.02114, -1.17115, -2.18888], [1.30458, 1.46379, -0.69905], [-2.27564, 0.34464, 3.11521], [-1.26416, -1.07484, 2.91478], [-3.57551, -0.71681, 1.62243], [-2.48335, 0.19765, 0.56363], [-0.67980, 1.27134, 0.99574], [0.24496, 1.03573, 2.41459], [2.51137, -0.03273, -3.73061], [2.58337, 1.48934, -2.81995], [1.10870, 0.99471, -3.63029], [-0.83334, -2.43618, -0.59552], [1.30261, -1.48573, 1.39754]], "atomic_forces_ev_per_a": [[-1.16, 0.01, -0.92], [1.09, -2.71, -0.65], [0.80, 2.09, -0.05], [-1.61, 2.28, 3.40], [1.14, 0.23, 0.53], [-1.35, 0.22, 2.08], [0.20, -0.50, -0.78], [-0.13, -2.18, -0.74], [-1.76, 1.94, -0.38], [0.97, 1.06, 0.61], [0.27, 1.14, 0.64], [0.42, -0.17, -0.59], [-0.10, -0.88, 0.39], [0.58, -0.81, -1.05], [-0.39, 0.25, -1.16], [-0.94, 0.14, 0.28], [-0.61, -0.69, -0.04], [1.01, -0.83, -1.17], [0.12, -0.11, 0.03], [-0.14, 0.17, -0.55], [0.40, 0.16, -0.19], [1.21, -0.79, 0.32]], "homo_lumo_gap_ha": 0.3426, "total_energy_ev": -17845.123, "e_homo_ev": -8.36, "e_lumo_ev": 0.965, "smiles": "C/C=C/[Si@H]1CCCON1", "relative_energy_ev": 4.973}


(3)
{"formula": "C6H13NiO3", "method": "ωB97M-V/def2-TZVPD", "species": ["H", "C", "H", "H", "H", "C", "H", "O", "C", "H", "H", "O", "C", "H", "O", "C", "C", "H", "H", "H", "H", "Ni", "H"], "coordinates": [[-1.81339, 1.95711, -0.07544], [-1.73121, 1.17940, 0.69569], [-2.64619, 0.07599, -1.46654], [-2.72357, 1.04004, 1.14921], [-0.94774, 1.48551, 1.39675], [-2.23993, -0.67449, -0.77253], [-3.06434, -1.07962, -0.16367], [-1.29789, -0.03671, 0.10470], [-1.47891, -1.76832, -1.51343], [-2.22588, -2.38454, -2.04696], [-0.84879, -1.27460, -2.28063], [-0.67803, -2.52741, -0.66207], [1.89934, -1.12196, 1.50828], [2.47956, -1.88459, 0.97800], [2.58188, 0.45873, -0.06209], [1.94924, 0.17371, 1.05479], [2.44513, 1.77945, -0.59164], [1.53878, 2.24818, -0.18624], [2.33495, 1.66350, -1.67381], [1.58984, 1.01673, 1.65854], [3.33445, 2.37749, -0.35597], [-0.12581, -1.43935, 0.73733], [1.66850, -1.26425, 2.56775]], "atomic_forces_ev_per_a": [[0.01, -0.23, 0.07], [-0.24, 0.52, -0.11], [0.13, -0.19, 0.15], [0.44, 0.10, 0.20], [-0.45, -0.08, 0.10], [-0.72, -0.18, -0.40], [0.23, 0.07, -0.10], [0.24, 0.15, -0.14], [-0.28, 0.47, -0.81], [0.35, 0.05, 0.22], [-0.18, -0.25, 0.16], [0.16, 0.91, 1.40], [-0.44, 0.17, 0.06], [-0.25, 0.22, 0.18], [-0.52, -0.36, 0.54], [0.84, -0.33, -0.04], [-0.19, 0.57, -0.33], [0.28, 0.01, -0.11], [0.10, 0.12, 0.26], [-0.13, -0.21, -0.26], [-0.25, -0.25, -0.05], [0.79, -1.29, -0.74], [0.08, 0.00, -0.24]], "homo_lumo_gap_ha": [0.3644, 0.3105], "total_charge": 1, "total_energy_ev": -53609.218, "spin_multiplicity": 3, "e_homo_ev": [-13.72, -13.39], "e_lumo_ev": [-3.803, -4.942], "relative_energy_ev": 0.000}


(4)
{"formula": "C6H13O", "method": "ωB97M-V/def2-TZVPD", "species": ["C", "O", "C", "C", "C", "C", "C", "H", "H", "H", "H", "H", "H", "H", "H", "H", "H", "H", "H", "H"], "coordinates": [[0.46617, 1.85937, -1.13523], [1.59927, 1.19001, -1.45363], [-0.78404, 0.85848, -1.03090], [-1.00312, 0.26695, 0.34256], [0.06320, -0.80367, 0.73004], [0.11390, -1.00406, 2.22892], [-0.22343, -2.12483, 0.00278], [0.17058, 2.54204, -1.98044], [0.52825, 2.40677, -0.18052], [-1.71301, 1.32751, -1.37791], [-0.47214, 0.03226, -1.66413], [-1.99426, -0.21747, 0.49345], [-1.20367, 1.07234, 1.08009], [0.97875, -0.42355, 0.25147], [0.29977, -0.10149, 2.82882], [0.94715, -1.63007, 2.57777], [-0.83830, -1.33832, 2.63616], [0.66574, -2.72134, -0.19874], [-0.63651, -1.90722, -0.97800], [-0.81481, -2.82149, 0.61613]], "atomic_forces_ev_per_a": [[-0.23, -1.57, -1.21], [0.07, 0.06, 0.44], [0.51, 0.40, 0.38], [-1.14, -0.45, 1.13], [-0.16, 0.86, -0.59], [0.87, 0.62, 0.94], [0.22, -0.33, 0.33], [-0.09, 0.41, 0.48], [-0.20, 0.49, 0.25], [0.03, -0.05, -0.17], [-0.25, 0.10, -0.62], [0.10, -0.29, -0.75], [1.16, -0.07, 0.01], [0.18, 0.09, 0.67], [-0.02, 0.37, -0.61], [-0.38, -0.49, -0.30], [-0.15, -0.56, -0.15], [0.47, 0.26, 0.05], [-0.44, -0.25, 0.03], [-0.54, 0.40, -0.32]], "homo_lumo_gap_ha": 0.2185, "total_charge": -1, "total_energy_ev": -8479.452, "e_homo_ev": -2.13, "e_lumo_ev": 3.819, "smiles": "CC(C)CCC[O-]", "relative_energy_ev": 0.489}


(5)
{"formula": "C6H13O", "method": "ωB97M-V/def2-TZVPD", "species": ["C", "O", "C", "C", "C", "C", "C", "H", "H", "H", "H", "H", "H", "H", "H", "H", "H", "H", "H", "H"], "coordinates": [[-1.29712, -1.96069, 0.36677], [-1.90802, -1.24930, -0.58737], [0.27016, -1.68817, 0.70508], [0.66074, -0.32016, 1.11710], [-0.20963, 0.83019, 0.48923], [-0.03895, 1.01456, -1.03363], [0.89399, 2.22550, -1.33163], [-1.43433, -2.97128, 0.02488], [-1.96513, -1.98744, 1.29656], [0.83018, -1.96566, -0.18520], [0.50574, -2.62360, 1.35812], [0.70386, -0.37374, 2.21960], [1.69705, -0.20255, 0.81983], [-1.23157, 0.41466, 0.79603], [0.07690, 1.68650, 0.99110], [-1.06881, 1.17776, -1.36381], [0.29952, -0.01168, -1.46440], [0.26207, 3.14911, -1.28098], [1.65363, 2.46195, -0.53888], [1.29971, 2.39403, -2.39839]], "atomic_forces_ev_per_a": [[-0.82, 0.36, -0.02], [0.27, 1.38, -0.52], [-1.98, -3.51, -0.78], [0.64, 0.40, 0.57], [-0.81, -3.80, 0.60], [0.58, -1.50, 0.19], [-0.53, 1.69, -0.78], [0.99, -1.79, 0.26], [1.00, 0.34, 0.41], [-0.20, 0.04, -0.60], [0.02, 1.93, -0.14], [-0.42, 0.95, -0.15], [0.57, 0.35, -0.06], [0.94, 1.40, -0.95], [0.19, 2.14, 1.15], [0.39, -0.04, -0.58], [-0.54, 1.97, 0.49], [0.11, -0.54, 0.23], [-0.23, -0.77, -0.89], [-0.18, -0.99, 1.59]], "homo_lumo_gap_ha": 0.2163, "total_charge": -1, "total_energy_ev": -8478.356, "e_homo_ev": -1.94, "e_lumo_ev": 3.942, "smiles": "CCCCCC[O-]", "relative_energy_ev": 1.584}


(6)
{"formula": "C6H13O", "method": "ωB97M-V/def2-TZVPD", "species": ["C", "O", "C", "C", "C", "C", "C", "H", "H", "H", "H", "H", "H", "H", "H", "H", "H", "H", "H", "H"], "coordinates": [[-1.11182, 1.56192, -0.91079], [-1.56280, 2.76465, -0.78083], [-0.62596, 0.65390, 0.43441], [0.23474, -0.51464, -0.04886], [1.20501, -0.30076, -1.16567], [0.96089, -1.14482, 1.19737], [0.62428, -2.66856, 1.34825], [-1.77789, 1.06416, -1.76066], [-0.25555, 1.66465, -1.64422], [-0.06519, 1.46936, 0.85479], [-1.39189, 0.47663, 1.13131], [-0.59188, -1.18070, -0.41261], [2.26418, -0.20454, -0.83848], [1.26168, -1.12509, -1.93707], [1.15543, 0.69895, -1.75740], [0.56405, -0.58193, 2.07198], [1.98492, -0.88802, 1.23521], [1.33163, -3.26187, 0.77455], [-0.47725, -2.93273, 1.04043], [0.77741, -2.83819, 2.36054]], "atomic_forces_ev_per_a": [[0.07, -0.83, -2.61], [-1.12, 1.93, 2.00], [1.11, 2.84, -4.22], [-1.32, -0.66, 1.44], [2.24, 1.47, -2.60], [-3.22, -0.28, -0.19], [-0.99, 1.28, -1.72], [0.04, -1.19, 1.56], [0.68, -0.68, 1.03], [0.80, 0.29, 0.57], [-1.25, -0.93, 0.61], [1.02, -0.15, 0.22], [-0.46, -0.36, 0.40], [-0.40, 0.70, 0.81], [-0.62, -1.88, 0.97], [-0.03, -0.64, -0.29], [1.38, -0.24, -0.39], [-0.14, -0.24, -0.17], [2.16, 0.65, 0.61], [0.07, -1.09, 1.97]], "homo_lumo_gap_ha": 0.1935, "total_charge": -1, "total_energy_ev": -8477.713, "e_homo_ev": -1.62, "e_lumo_ev": 3.646, "smiles": "CC[C@H](C)CC[O-]", "relative_energy_ev": 2.228}